ORCA calculation (the ωB97M-V functional and the def2-TZVPD basis) on the ion C6H8N3O4P with charge -2 at a distorted geometry.

Summary:
total energy = -1040.01648 hartree
structure (SMILES) = CC[C@@H](O)c1cnnnc1P(=O)([O-])[O-]

Geometry as ORCA input:
```
! RIJCOSX wB97M-V def2-TZVPD def2/J DEFGRID3
* xyz -2 1
C -0.04317 1.89653 -0.54630
C 0.31664 0.63211 -0.22412
C 1.80111 0.54796 0.28504
C -2.45645 -0.17928 1.12581
C -2.02871 -0.55051 -0.28509
C -0.47891 -0.69023 -0.46930
N 0.61623 2.89116 -0.04758
N 2.43871 1.66287 0.48742
N 1.77754 2.85024 0.47231
O 1.87255 -2.08217 1.40492
O 2.18537 -1.63752 -1.15907
O 4.01919 -1.07180 0.32993
O -0.21346 -1.17137 -1.72447
P 2.54069 -1.22666 0.25882
H -0.74158 2.13110 -1.36274
H -2.22046 -1.07856 1.73180
H -1.85780 0.66439 1.42763
H -3.53069 0.24886 1.07641
H -2.29288 0.28684 -0.93676
H -2.48917 -1.52697 -0.50062
H -0.06288 -1.24034 0.34263
H 0.84812 -1.35665 -1.68668
*
```

***

ORCA calculation (the ωB97M-V functional and the def2-TZVPD basis) on the molecule C6H8N4O2 at a distorted geometry.

Summary:
total energy = -602.79625 hartree
structure (SMILES) = [H]/N=C(\NO)N/N=C\c1ccco1

Geometry as ORCA input:
```
! RIJCOSX wB97M-V def2-TZVPD def2/J DEFGRID3
* xyz 0 1
C -0.12942 -2.08338 1.20902
C 0.41095 1.35156 0.62955
C 0.20726 1.49915 -0.82548
C 0.62176 2.46788 -1.65814
C 0.01230 2.14660 -2.92262
C -0.74286 1.03237 -2.74837
H 0.20438 -0.58001 3.42555
H -1.04364 -2.83435 2.89844
H -0.96095 -3.75414 0.80599
H 0.75680 -1.15857 -0.17910
H 0.36212 2.25305 1.29056
H 1.29097 3.30491 -1.46206
H 0.33081 2.65213 -3.90187
H -1.30867 0.44153 -3.49853
N -0.59241 -1.97195 2.51062
N -0.29451 -3.07031 0.40926
N 0.65881 -0.98962 0.79157
N 0.43751 0.24441 1.36048
O 0.35830 -1.53695 3.37767
O -0.57954 0.58570 -1.51254
*
```

***

What did we get for HOMO energy? Answer: -0.420 -8.382 eV, in the order shown.
What did we get for LUMO energy? Answer: 5.75 0.37 eV, in the order shown.
What did we get for energy relative to the best compared isomer or geometry (same formula, charge and spin)? Answer: 0.0 115.0 kcal/mol, in the order shown.